1 | DFT (ωB97M-V/def2-TZVPD) results for an isolated molecule of C15H23BrN4O3S.

Positions of all 47 atoms, in Å:
C (-2.3853, -1.1829, -0.4501)
C (-1.9581, 0.0982, -0.6326)
C (-2.9997, 1.0617, -1.2371)
C (-2.6399, 2.4926, -1.0638)
C (-2.5610, 3.1180, 0.0942)
C (-1.6078, 2.2895, 0.9322)
C (-1.8808, 0.7319, 0.9632)
N (-1.0231, 0.1912, 1.7683)
C (0.2554, 0.0537, 1.4054)
O (0.9295, 0.4244, 0.5238)
C (1.1589, -0.9276, 2.4210)
C (0.8904, -2.6315, 2.0192)
N (0.8665, -2.7657, 0.6270)
S (2.4887, -2.6910, -0.2834)
O (2.1309, -3.5427, -1.2829)
O (3.3012, -3.2435, 0.6491)
C (2.6181, -1.0417, -0.6011)
C (3.6886, -0.2687, -0.0679)
C (3.7839, 0.9862, -0.3535)
Br (5.0914, 2.0249, 0.1846)
C (3.0422, 1.5995, -1.7865)
N (2.2353, 0.7152, -2.1802)
C (1.9834, -0.7587, -1.7964)
N (1.0288, -1.1222, -2.4366)
H (-1.6482, -1.8327, 0.0711)
H (-3.3000, -1.1842, -0.1992)
H (-2.3484, -1.5815, -1.5845)
H (-0.8974, 0.2538, -0.8637)
H (-3.0572, 0.8670, -2.3966)
H (-3.8006, 0.9666, -0.9039)
H (-3.3500, 3.1723, -1.7878)
H (-1.6040, 2.6047, -1.6329)
H (-3.4621, 2.9257, 0.8016)
H (-2.3920, 4.2215, 0.5038)
H (-1.5619, 2.6366, 2.0858)
H (-0.6672, 2.5173, 0.7153)
H (-2.9007, 0.6503, 1.7073)
H (-1.3000, -0.5670, 2.3269)
H (2.1886, -0.8179, 2.1264)
H (0.8075, -0.9152, 3.5607)
H (1.5761, -3.1929, 2.4058)
H (-0.0909, -2.5812, 2.3579)
H (0.2323, -2.2964, -0.0262)
H (4.3193, -0.7845, 0.6827)
H (3.1391, 2.5661, -1.9257)
H (0.5490, -0.9082, -3.1382)
H (1.1313, -2.3311, -2.3028)

Values from the calculation:
net charge = 0
multiplicity = 1
SMILES = C[C@H]1CCCC[C@@H]1NC(=O)CCNS(=O)(=O)c1cc(Br)cnc1N
HOMO = -7.90 eV

2 | DFT (ωB97M-V/def2-TZVPD) results for an isolated molecule of C15H23BrN4O3S.

Positions of all 47 atoms, in Å:
C (6.0121, 1.7075, 0.2342)
C (5.7846, 0.3129, -0.3428)
C (6.9406, -0.6198, 0.0237)
C (6.7280, -2.0192, -0.5441)
C (5.4168, -2.6051, -0.0320)
C (4.2522, -1.6915, -0.3985)
C (4.4684, -0.2880, 0.1723)
N (3.3428, 0.5625, -0.1606)
C (2.5469, 1.1344, 0.7626)
O (2.6940, 0.9855, 1.9580)
C (1.4404, 2.0075, 0.1787)
C (0.1568, 1.8353, 0.9936)
N (-0.9328, 2.6807, 0.5586)
S (-1.7134, 2.2341, -0.8475)
O (-0.8174, 1.6609, -1.8113)
O (-2.4917, 3.3810, -1.2352)
C (-2.7895, 0.9599, -0.2333)
C (-2.4540, -0.3600, -0.4232)
C (-3.2875, -1.3329, 0.1147)
Br (-2.8854, -3.1701, -0.1018)
C (-4.4183, -0.9337, 0.8134)
N (-4.7467, 0.3292, 0.9785)
C (-3.9633, 1.2892, 0.4739)
N (-4.3146, 2.5667, 0.6939)
H (5.2158, 2.3855, -0.0638)
H (6.0335, 1.6666, 1.3206)
H (6.9585, 2.1131, -0.1162)
H (5.7259, 0.3863, -1.4358)
H (7.8759, -0.2037, -0.3561)
H (7.0184, -0.6780, 1.1115)
H (7.5609, -2.6642, -0.2584)
H (6.7029, -1.9701, -1.6353)
H (5.4651, -2.7100, 1.0536)
H (5.2562, -3.5967, -0.4588)
H (3.3169, -2.0986, -0.0100)
H (4.1676, -1.6270, -1.4868)
H (4.4920, -0.3322, 1.2659)
H (3.1592, 0.7133, -1.1402)
H (1.7671, 3.0497, 0.2417)
H (1.2465, 1.7641, -0.8655)
H (-0.1982, 0.8059, 0.9087)
H (0.3642, 2.0381, 2.0475)
H (-0.7139, 3.6655, 0.5592)
H (-1.5688, -0.6072, -0.9896)
H (-5.0917, -1.6588, 1.2497)
H (-5.2267, 2.7316, 1.0845)
H (-3.8628, 3.2767, 0.1332)

Values from the calculation:
net charge = 0
multiplicity = 1
SMILES = C[C@H]1CCCC[C@@H]1NC(=O)CCNS(=O)(=O)c1cc(Br)cnc1N
HOMO = -8.64 eV

Tell me which of them is the most stable. Sure, it is 2.

1 | DFT (ωB97M-V/def2-TZVPD) results for an isolated molecule of C3H2ClNOS.

Positions of all 9 atoms, in Å:
C (-1.0915, -1.7975, 0.6780)
C (-0.1127, -1.1720, 0.3621)
C (1.1887, -0.6576, 0.0850)
O (2.2126, -1.2549, 0.2733)
S (1.3373, 1.0261, -0.5480)
N (-0.2495, 1.5502, -0.8156)
Cl (-1.0598, 2.3003, 0.5843)
H (-2.0044, -2.2588, 0.9192)
H (-0.2207, 2.2643, -1.5383)

Values from the calculation:
net charge = 0
multiplicity = 1
SMILES = C#CC(=O)SNCl
HOMO = -9.68 eV

2 | DFT (ωB97M-V/def2-TZVPD) results for an isolated molecule of C3H2ClNOS.

Positions of all 9 atoms, in Å:
N (-3.8666, 0.2162, 0.5217)
C (-2.9267, 0.0329, -0.1058)
S (-1.6097, -0.1871, -1.1381)
C (-0.3230, -0.7868, 0.1986)
Cl (-0.6083, -2.5143, 0.4358)
C (0.9964, -0.6208, -0.5053)
O (1.5853, -1.4085, -1.1653)
H (-0.4402, -0.2343, 1.0598)
H (1.1922, 0.4631, -0.3054)

Values from the calculation:
net charge = 0
multiplicity = 1
SMILES = N#CS[C@@H](Cl)C=O
HOMO = -10.46 eV

Tell me which of them is the most stable. Sure, it is 2.

1 | DFT (ωB97M-V/def2-TZVPD) results for an isolated molecule of C3H6N4.

Positions of all 13 atoms, in Å:
C (-1.7596, -1.0147, 0.9194)
N (-0.5702, -1.2642, 0.0171)
C (0.2556, -0.2181, -0.0652)
N (1.4619, -0.2972, -0.7371)
C (1.8426, 1.0774, -0.9873)
N (1.0937, 1.9390, -0.4508)
N (0.1841, 1.1259, 0.2872)
H (-2.4836, -0.3691, 0.4359)
H (-1.5729, -0.7682, 1.9403)
H (-2.2318, -1.9991, 0.8596)
H (1.8158, -1.1275, -1.1164)
H (2.7376, 1.3544, -1.4936)
H (-0.7732, 1.5614, 0.3909)

Values from the calculation:
net charge = 0
multiplicity = 1
SMILES = C/N=c1/[nH]cn[nH]1
HOMO = -8.21 eV

2 | DFT (ωB97M-V/def2-TZVPD) results for an isolated molecule of C3H6N4.

Positions of all 13 atoms, in Å:
C (-2.2030, -0.4040, -0.0312)
C (-0.7163, -0.0916, -0.0546)
N (0.3341, -0.9406, -0.1574)
C (1.4072, -0.0815, -0.1381)
N (2.7209, -0.3729, -0.0443)
N (1.0795, 1.1866, -0.0530)
N (-0.2918, 1.1291, -0.0187)
H (-2.7598, 0.4534, 0.4326)
H (-2.4526, -1.1166, 0.7697)
H (-2.7134, -0.6723, -0.9454)
H (3.4034, 0.2695, 0.1985)
H (2.9998, -1.3609, 0.3008)
H (-0.8079, 2.0018, -0.2591)

Values from the calculation:
net charge = 0
multiplicity = 1
SMILES = Cc1nc(N)n[nH]1
HOMO = -8.43 eV

3 | DFT (ωB97M-V/def2-TZVPD) results for an isolated molecule of C3H6N4.

Positions of all 13 atoms, in Å:
C (-1.5870, 0.2737, 0.8207)
N (-0.2016, 0.7102, 0.8439)
C (0.7318, 0.1110, 0.0613)
C (0.6169, -1.0833, -0.7829)
N (0.9532, 0.1103, -1.5748)
N (2.2904, 0.4389, -1.1538)
N (2.1365, 0.5461, 0.0807)
H (-1.6306, -0.7898, 1.0559)
H (-2.0694, 0.4491, -0.1473)
H (-2.1302, 0.8205, 1.5889)
H (-0.0798, 1.7130, 0.9122)
H (1.3603, -1.8763, -0.7186)
H (-0.3904, -1.4234, -0.9862)

Values from the calculation:
net charge = 0
multiplicity = 1
SMILES = CN[C@@]12CN1N=N2
HOMO = -8.73 eV

Tell me which of them is the most stable. Sure, it is 2.

1 | DFT (ωB97M-V/def2-TZVPD) results for a cluster of 2 separate species, C2H6OS2 in total.

Positions of all 11 atoms, in Å:
O (3.0660, 1.9342, 0.3532)
C (2.2388, 1.4293, -0.3467)
H (1.7408, 2.0161, -1.1345)
H (2.0783, 0.3579, -0.1717)
C (-1.3620, -1.5350, 0.7922)
S (-0.6122, -1.1457, -0.7896)
S (-1.5636, 0.4998, -1.5131)
H (-2.0184, -2.4029, 0.6915)
H (-0.5924, -1.8785, 1.4976)
H (-1.8773, -0.6752, 1.2155)
H (-1.0980, 1.4001, -0.5945)

Values from the calculation:
net charge = +1
multiplicity = 2
HOMO (alpha / beta) = -13.78 / -13.54 eV

2 | DFT (ωB97M-V/def2-TZVPD) results for a cluster of 2 separate species, C2H6OS2 in total.

Positions of all 11 atoms, in Å:
S (-2.1385, -0.3829, 0.9822)
S (-2.4673, 0.1727, -0.9623)
H (-3.4292, -0.6961, 1.2092)
H (-1.2256, 0.7246, -1.3139)
O (2.0451, 0.1915, -0.2248)
C (3.1596, 0.6520, 0.0103)
C (4.3451, -0.3272, 0.0850)
H (3.3553, 1.6077, 0.6265)
H (4.0022, -0.7999, 1.0279)
H (5.2775, 0.1818, -0.0544)
H (4.3240, -1.1356, -0.5862)

Values from the calculation:
net charge = +1
multiplicity = 2
HOMO (alpha / beta) = -12.64 / -12.64 eV

Tell me which of them is the most stable. Sure, it is 2.

1 | DFT (ωB97M-V/def2-TZVPD) results for a structure of composition C43H37ClIrN6O4S3.

Positions of all 95 atoms, in Å:
Ir (-0.0137, 0.1707, -0.1394)
N (-0.1544, 0.2282, 1.8274)
S (-0.3278, -0.1392, 3.2151)
N (-1.6111, -1.0786, 3.5708)
S (-2.8347, -1.1991, 2.6452)
N (-2.8181, -2.3275, 1.6020)
S (-1.9983, -2.4508, 0.2257)
N (-1.1949, -1.3453, -0.3280)
C (-3.2630, -2.8810, -0.9404)
C (-3.0973, -2.4309, -2.2412)
C (-4.0367, -2.7964, -3.1948)
C (-5.0995, -3.6169, -2.8421)
C (-5.2410, -4.0704, -1.5354)
C (-4.3237, -3.6982, -0.5679)
C (-1.0579, -3.9277, 0.4577)
C (-0.3557, -4.3920, -0.6502)
C (0.4087, -5.5363, -0.5154)
C (0.4700, -6.1909, 0.7103)
C (-0.2440, -5.7185, 1.8022)
C (-1.0204, -4.5746, 1.6843)
C (-3.3472, 0.3499, 1.9255)
C (-3.4082, 1.4533, 2.7695)
C (-3.9336, 2.6384, 2.2823)
C (-4.4116, 2.7032, 0.9785)
C (-4.3608, 1.5878, 0.1540)
C (-3.8263, 0.3963, 0.6239)
C (-4.1795, -1.5827, 3.7082)
C (-4.0495, -1.3752, 5.0727)
C (-5.1733, -1.5224, 5.8721)
C (-6.3927, -1.8614, 5.3030)
C (-6.4998, -2.0738, 3.9322)
C (-5.3907, -1.9312, 3.1200)
C (-0.4907, 1.2993, 4.2393)
C (-0.3153, 2.5368, 3.6439)
C (-0.4272, 3.6737, 4.4324)
C (-0.7022, 3.5523, 5.7878)
C (-0.8659, 2.2996, 6.3705)
C (-0.7581, 1.1570, 5.5959)
C (1.0032, -1.0521, 3.9285)
C (0.9511, -2.4360, 4.0088)
C (2.0712, -3.1114, 4.4664)
C (3.2111, -2.4057, 4.8268)
C (3.2437, -1.0192, 4.7431)
C (2.1338, -0.3279, 4.2877)
H (-2.2445, -1.8139, -2.4833)
H (-3.9332, -2.4516, -4.2150)
H (-5.8185, -3.9121, -3.5945)
H (-6.0610, -4.7271, -1.2790)
H (-4.4215, -4.0332, 0.4569)
H (-0.4038, -3.8586, -1.5915)
H (0.9547, -5.9224, -1.3650)
H (1.0803, -7.0781, 0.8124)
H (-0.2058, -6.2470, 2.7451)
H (-1.5909, -4.1899, 2.5176)
H (-3.0683, 1.3777, 3.7941)
H (-3.9958, 3.5003, 2.9327)
H (-4.8464, 3.6245, 0.6138)
H (-4.7646, 1.6320, -0.8492)
H (-3.8149, -0.4863, 0.0004)
H (-3.0873, -1.1138, 5.4893)
H (-5.0942, -1.3619, 6.9384)
H (-7.2668, -1.9639, 5.9317)
H (-7.4531, -2.3380, 3.4957)
H (-5.4551, -2.0862, 2.0502)
H (-0.0867, 2.5889, 2.5876)
H (-0.2896, 4.6505, 3.9888)
H (-0.7776, 4.4408, 6.4005)
H (-1.0682, 2.2150, 7.4296)
H (-0.8717, 0.1701, 6.0283)
H (0.0511, -2.9630, 3.7267)
H (2.0573, -4.1907, 4.5354)
H (4.0846, -2.9407, 5.1744)
H (4.1365, -0.4766, 5.0212)
H (2.1466, 0.7519, 4.2079)
C (-1.7681, 0.6140, -3.5137)
C (-0.3090, 0.3662, -3.3691)
N (0.3603, 0.2385, -2.2335)
C (1.6837, 0.0703, -2.5503)
C (1.8253, 0.0861, -3.9000)
N (0.5594, 0.2709, -4.3917)
C (2.9534, -0.1192, -4.8578)
O (4.1536, -0.2471, -4.3461)
O (2.6914, -0.1688, -6.0302)
C (2.6431, -0.0468, -1.4430)
O (3.8370, -0.1508, -1.6461)
O (2.0677, -0.0142, -0.2761)
H (-2.2503, 0.5336, -2.5414)
H (-2.2155, -0.0986, -4.2065)
H (-1.9418, 1.6167, -3.9090)
H (0.3677, 0.3307, -5.3840)
H (4.1645, -0.1931, -3.3569)
Cl (0.6623, 2.8756, -0.3602)
C (-0.8855, 2.0511, -0.3178)
H (-1.4232, 2.2282, -1.2411)
H (-1.4248, 2.3387, 0.5784)

Values from the calculation:
net charge = +2
multiplicity = 2
HOMO (alpha / beta) = -13.56 / -13.68 eV

2 | DFT (ωB97M-V/def2-TZVPD) results for a structure of composition C43H37ClIrN6O4S3.

Positions of all 95 atoms, in Å:
Ir (1.7404, -0.1951, -1.1057)
N (0.6375, -1.7069, -0.4739)
S (-0.5625, -2.1457, 0.2709)
N (-1.7478, -1.1565, 0.6397)
S (-2.0448, 0.3254, 0.2731)
N (-1.3944, 1.5768, 0.9146)
S (0.1888, 1.8912, 1.0258)
N (1.1273, 0.8637, 0.5164)
C (0.2973, 3.5110, 0.3251)
C (-0.7874, 4.3834, 0.3210)
C (-0.6177, 5.6421, -0.2294)
C (0.6120, 6.0089, -0.7678)
C (1.6856, 5.1297, -0.7483)
C (1.5360, 3.8707, -0.1867)
C (0.4638, 2.1613, 2.7511)
C (0.8126, 3.4060, 3.2502)
C (1.0477, 3.5274, 4.6143)
C (0.9326, 2.4248, 5.4456)
C (0.5731, 1.1846, 4.9257)
C (0.3409, 1.0528, 3.5711)
C (-3.7338, 0.5178, 0.7298)
C (-4.3324, -0.4001, 1.5773)
C (-5.6559, -0.1875, 1.9355)
C (-6.3427, 0.9131, 1.4437)
C (-5.7194, 1.8160, 0.5892)
C (-4.3996, 1.6265, 0.2221)
C (-1.9811, 0.4519, -1.4866)
C (-2.7382, -0.4709, -2.2053)
C (-2.7479, -0.3834, -3.5850)
C (-2.0092, 0.6078, -4.2253)
C (-1.2616, 1.5178, -3.4937)
C (-1.2535, 1.4570, -2.1073)
C (-0.1028, -3.1391, 1.6708)
C (0.3069, -4.4346, 1.3702)
C (0.6863, -5.2572, 2.4177)
C (0.6288, -4.8029, 3.7289)
C (0.2101, -3.5106, 4.0068)
C (-0.1637, -2.6679, 2.9698)
C (-1.5238, -3.3303, -0.6820)
C (-2.4754, -4.1125, -0.0377)
C (-3.2408, -4.9837, -0.7934)
C (-3.0489, -5.0669, -2.1696)
C (-2.0961, -4.2771, -2.7929)
C (-1.3259, -3.3927, -2.0459)
H (-1.7400, 4.0839, 0.7375)
H (-1.4438, 6.3400, -0.2407)
H (0.7333, 6.9919, -1.2032)
H (2.6360, 5.4159, -1.1774)
H (2.3620, 3.1765, -0.1453)
H (0.9032, 4.2669, 2.6032)
H (1.3231, 4.4897, 5.0229)
H (1.1199, 2.5284, 6.5059)
H (0.4754, 0.3293, 5.5811)
H (0.0573, 0.1106, 3.1363)
H (-3.7821, -1.2546, 1.9428)
H (-6.1489, -0.8856, 2.5976)
H (-7.3749, 1.0703, 1.7262)
H (-6.2644, 2.6681, 0.2071)
H (-3.9034, 2.3223, -0.4431)
H (-3.3147, -1.2334, -1.6949)
H (-3.3330, -1.0860, -4.1630)
H (-2.0246, 0.6736, -5.3050)
H (-0.6755, 2.2773, -3.9923)
H (-0.6823, 2.1849, -1.5490)
H (0.3461, -4.7899, 0.3499)
H (1.0213, -6.2637, 2.2064)
H (0.9055, -5.4665, 4.5370)
H (0.1630, -3.1616, 5.0292)
H (-0.5066, -1.6709, 3.1804)
H (-2.6142, -4.0540, 1.0348)
H (-3.9829, -5.6039, -0.3092)
H (-3.6446, -5.7550, -2.7542)
H (-1.9433, -4.3477, -3.8615)
H (-0.5868, -2.7663, -2.5202)
C (4.5323, -2.2039, -0.0192)
C (4.6828, -0.9507, -0.7940)
N (3.7042, -0.1357, -1.1897)
C (4.2514, 0.9077, -1.8960)
C (5.5923, 0.7443, -1.9269)
N (5.8338, -0.4203, -1.2335)
C (6.7216, 1.5307, -2.5013)
O (6.3997, 2.6334, -3.1450)
O (7.8403, 1.1256, -2.3450)
C (3.2855, 1.9113, -2.3788)
O (3.6278, 2.9129, -2.9777)
O (2.0714, 1.6018, -2.0271)
H (3.4886, -2.3381, 0.2601)
H (5.1403, -2.1677, 0.8847)
H (4.8518, -3.0619, -0.6122)
H (6.7697, -0.7875, -1.1068)
H (5.4278, 2.8093, -3.1621)
Cl (1.7577, -0.1747, -4.3883)
C (1.7755, -1.1686, -2.9189)
H (2.7011, -1.7481, -2.9475)
H (0.9441, -1.8562, -2.9844)

Values from the calculation:
net charge = +2
multiplicity = 2
HOMO (alpha / beta) = -13.85 / -13.93 eV

Tell me which of them is the most stable. Sure, it is 1.